--- a ---
Formula: C3H9N2S
Source: OMol25
Level of theory: ωB97M-V with the def2-TZVPD basis set

Calculated values
- E_HOMO: -14.45 eV
- Net charge: +1

Each atom is followed by the atoms it is bonded to, with distances in Å.
Cartesian coordinates (Å):
1 C -1.59 0.24 -0.36  C2 1.538, C3 1.502, H7 1.128, H8 1.230
2 C -0.52 -0.75 0.12  C1 1.538, S6 1.824, H9 1.114, H10 1.168
3 C -0.93 1.59 -0.48  C1 1.502, N5 1.252, H11 1.045
4 N 2.11 -0.70 0.76  S6 1.706, H12 1.007, H15 1.003
5 N 0.23 1.65 -0.04  C3 1.252, H13 0.999
6 S 1.14 -0.57 -0.63  C2 1.824, N4 1.706, H14 1.468
7 H -2.11 -0.25 -1.23  C1 1.128
8 H -2.37 0.35 0.59  C1 1.230
9 H -0.53 -0.56 1.22  C2 1.114
10 H -0.82 -1.86 -0.08  C2 1.168
11 H -1.37 2.48 -0.81  C3 1.045
12 H 3.01 -1.00 0.45  N4 1.007
13 H 0.83 2.45 -0.13  N5 0.999
14 H 1.41 -2.00 -0.87  S6 1.468
15 H 1.95 0.21 1.16  N4 1.003

=====

--- b ---
Formula: C3H9N2S
Source: OMol25
Level of theory: ωB97M-V with the def2-TZVPD basis set

Calculated values
- E_HOMO: -14.22 eV
- Net charge: +1

Each atom is followed by the atoms it is bonded to, with distances in Å.
Cartesian coordinates (Å):
1 C 1.05 0.19 0.03  C2 1.426, N4 1.275, S6 1.695
2 C 1.68 1.45 -0.13  C1 1.426, H7 1.096, H8 1.067, H9 1.083
3 C -1.34 -0.93 0.42  N4 1.600, N5 1.406, H10 1.125, H11 1.101
4 N -0.22 0.18 0.18  C1 1.275, C3 1.600, H12 1.005
5 N -2.34 -0.73 -0.55  C3 1.406, H14 0.976, H15 1.043
6 S 2.21 -1.04 0.11  C1 1.695, H13 1.366
7 H 1.96 1.60 -1.18  C2 1.096
8 H 1.05 2.28 0.10  C2 1.067
9 H 2.49 1.63 0.57  C2 1.083
10 H -0.77 -1.82 0.05  C3 1.125
11 H -1.69 -1.03 1.46  C3 1.101
12 H -0.67 1.08 0.10  N4 1.005
13 H 1.72 -2.24 0.55  S6 1.366
14 H -2.01 -0.53 -1.44  N5 0.976
15 H -3.12 -0.09 -0.28  N5 1.043

=====

Most stable of them? b.

=====

--- a ---
Formula: C6H3NO
Source: OMol25
Level of theory: ωB97M-V with the def2-TZVPD basis set

Calculated values
- SMILES string: C#C/C(C#N)=C\C=O
- E_HOMO: -10.13 eV

Each atom is followed by the atoms it is bonded to, with distances in Å.
Cartesian coordinates (Å):
1 C -0.32 2.48 0.01  C2 1.222, H9 1.057
2 C -0.30 1.26 -0.09  C1 1.222, C3 1.398
3 C -0.59 -0.10 -0.07  C2 1.398, C4 1.437, C6 1.358
4 C -1.99 -0.43 -0.10  C3 1.437, N5 1.154
5 N -3.10 -0.72 -0.02  C4 1.154
6 C 0.28 -1.15 -0.01  C3 1.358, C7 1.501, H10 1.086
7 C 1.76 -0.96 0.00  C6 1.501, O8 1.206, H11 1.102
8 O 2.27 0.13 -0.10  C7 1.206
9 H -0.23 3.53 0.14  C1 1.057
10 H -0.13 -2.15 0.07  C6 1.086
11 H 2.34 -1.88 0.17  C7 1.102

=====

--- b ---
Formula: C6H3NO
Source: OMol25
Level of theory: ωB97M-V with the def2-TZVPD basis set

Calculated values
- SMILES string: C#CC1=CN=CC1=O
- E_HOMO: -9.42 eV

Each atom is followed by the atoms it is bonded to, with distances in Å.
Cartesian coordinates (Å):
1 C 2.18 -1.62 -1.03  C2 1.185, H9 1.151
2 C 1.27 -0.95 -0.69  C1 1.185, C3 1.458
3 C 0.19 -0.11 -0.17  C2 1.458, C4 1.347, C7 1.543
4 C -0.28 0.95 -0.85  C3 1.347, N5 1.468, H10 1.084
5 N -1.40 1.60 -0.16  C4 1.468, C6 1.329
6 C -1.45 1.09 1.07  N5 1.329, C7 1.513, H11 1.164
7 C -0.65 -0.19 1.13  C3 1.543, C6 1.513, O8 1.200
8 O -0.78 -1.09 1.91  C7 1.200
9 H 2.95 -2.42 -1.33  C1 1.151
10 H 0.04 1.25 -1.84  C4 1.084
11 H -2.07 1.50 1.97  C6 1.164

=====

--- c ---
Formula: C6H3NO
Source: OMol25
Level of theory: ωB97M-V with the def2-TZVPD basis set

Calculated values
- SMILES string: C#CC(O)(C#C)C#N
- E_HOMO: -10.51 eV

Each atom is followed by the atoms it is bonded to, with distances in Å.
Cartesian coordinates (Å):
1 C 2.32 0.14 0.93  C2 1.258, H9 1.182
2 C 1.22 0.17 0.32  C1 1.258, C3 1.441
3 C -0.11 -0.24 -0.02  C2 1.441, O4 1.362, C5 1.494, C7 1.527
4 O -0.86 -0.56 1.06  C3 1.362, H10 1.117
5 C -0.94 0.77 -0.75  C3 1.494, C6 1.245
6 C -1.66 1.69 -1.17  C5 1.245, H11 1.144
7 C 0.01 -1.52 -0.86  C3 1.527, N8 1.198
8 N -0.17 -2.64 -1.23  C7 1.198
9 H 3.33 0.04 1.54  C1 1.182
10 H -0.63 0.03 1.98  O4 1.117
11 H -2.51 2.13 -1.80  C6 1.144

=====

Most stable of them? a.

=====

--- a ---
Formula: H12NO4
Source: OMol25
Level of theory: ωB97M-V with the def2-TZVPD basis set

Calculated values
- E_HOMO: -15.24 eV
- Net charge: +1

Each atom is followed by the atoms it is bonded to, with distances in Å.
Cartesian coordinates (Å):
1 N 0.47 0.01 0.68  H2 1.029, H3 1.028, H4 1.019, H5 1.046
2 H 0.63 -0.82 1.27  N1 1.029
3 H -0.34 0.59 0.94  N1 1.028
4 H 1.33 0.55 0.72  N1 1.019
5 H 0.34 -0.20 -0.34  N1 1.046
6 H -0.20 0.27 -2.57  O8 0.976
7 H -1.60 -0.23 -2.07  O8 0.957
8 O -0.69 -0.10 -1.81  H6 0.976, H7 0.957
9 H -2.71 0.78 1.90  O11 0.958
10 H -2.19 2.19 2.05  O11 0.960
11 O -1.94 1.32 1.72  H9 0.958, H10 0.960
12 H 1.66 -0.11 -4.18  O14 0.963
13 H 1.51 1.37 -3.97  O14 0.964
14 O 1.41 0.53 -3.51  H12 0.963, H13 0.964
15 H 0.13 -2.48 3.27  O17 0.965
16 H 1.55 -1.94 3.04  O17 0.967
17 O 0.62 -1.75 2.87  H15 0.965, H16 0.967

=====

--- b ---
Formula: H12NO4
Source: OMol25
Level of theory: ωB97M-V with the def2-TZVPD basis set

Calculated values
- E_HOMO: -15.21 eV
- Net charge: +1

Each atom is followed by the atoms it is bonded to, with distances in Å.
Cartesian coordinates (Å):
1 N 0.47 0.16 1.11  H2 1.046, H3 1.032, H4 1.036, H5 1.022
2 H 0.33 0.47 0.12  N1 1.046
3 H 0.29 -0.85 1.20  N1 1.032
4 H -0.15 0.72 1.72  N1 1.036
5 H 1.44 0.37 1.37  N1 1.022
6 H 1.40 -0.81 -4.08  O8 0.964
7 H 0.10 -0.17 -4.58  O8 0.965
8 O 0.63 -0.31 -3.78  H6 0.964, H7 0.965
9 H -0.48 -3.02 2.17  O11 0.965
10 H 0.32 -3.33 0.90  O11 0.963
11 O 0.04 -2.61 1.47  H9 0.965, H10 0.963
12 H -1.57 1.52 3.61  O14 0.968
13 H -1.84 2.44 2.41  O14 0.965
14 O -1.32 1.68 2.69  H12 0.968, H13 0.965
15 H 0.38 0.62 -2.26  O17 0.979
16 H -0.08 2.00 -1.76  O17 0.964
17 O 0.21 1.14 -1.45  H15 0.979, H16 0.964

=====

--- c ---
Formula: H12NO4
Source: OMol25
Level of theory: ωB97M-V with the def2-TZVPD basis set

Calculated values
- E_HOMO: -15.04 eV
- Net charge: +1

Each atom is followed by the atoms it is bonded to, with distances in Å.
Cartesian coordinates (Å):
1 N 0.84 -0.57 -0.11  H2 0.990, H3 1.029, H4 1.098, H5 1.036
2 H 0.90 0.21 -0.71  N1 0.990
3 H 0.49 -1.36 -0.68  N1 1.029
4 H 0.02 -0.22 0.54  N1 1.098
5 H 1.73 -0.66 0.40  N1 1.036
6 H 1.83 2.23 -1.17  O8 1.039
7 H 0.65 3.05 -0.10  O8 0.943
8 O 0.97 2.30 -0.58  H6 1.039, H7 0.943
9 H -1.53 -1.37 2.20  O11 0.979
10 H -0.52 -2.00 3.26  O11 1.027
11 O -0.58 -1.49 2.37  H9 0.979, H10 1.027
12 H -0.15 -2.15 -3.44  O14 0.989
13 H -1.61 -2.03 -3.02  O14 1.008
14 O -0.70 -2.22 -2.62  H12 0.989, H13 1.008
15 H -0.21 2.08 0.64  O17 0.983
16 H -1.36 2.43 1.65  O17 0.935
17 O -0.78 1.75 1.37  H15 0.983, H16 0.935

=====

Most stable of them? b.

=====

--- a ---
Formula: C21H26N4O5S
Source: OMol25
Level of theory: ωB97M-V with the def2-TZVPD basis set

Calculated values
- SMILES string: O=S(=O)(c1ccc(N2CCN(Cc3ccc4c(c3)OCO4)CC2)nc1)N1CCOCC1
- E_HOMO: -7.83 eV

Each atom is followed by the atoms it is bonded to, with distances in Å.
Cartesian coordinates (Å):
1 O -2.89 -1.67 1.60  S2 1.430
2 S -2.88 -1.11 0.28  O1 1.430, O3 1.441, C4 1.769, N26 1.695
3 O -3.12 -1.98 -0.84  S2 1.441
4 C -1.37 -0.22 0.01  S2 1.769, C5 1.391, C25 1.382
5 C -0.80 -0.18 -1.26  C4 1.391, C6 1.372, H32 1.080
6 C 0.40 0.46 -1.43  C5 1.372, C7 1.415, H33 1.077
7 C 1.02 1.04 -0.30  C6 1.415, N8 1.347, N24 1.344
8 N 2.23 1.62 -0.37  C7 1.347, C9 1.444, C23 1.443
9 C 3.13 1.45 -1.49  N8 1.444, C10 1.547, H34 1.090, H35 1.099
10 C 4.59 1.43 -0.99  C9 1.547, N11 1.438, H36 1.095, H37 1.092
11 N 4.74 0.89 0.34  C10 1.438, C12 1.454, C22 1.451
12 C 4.67 -0.55 0.50  N11 1.454, C13 1.516, H38 1.093, H39 1.095
13 C 3.31 -1.21 0.52  C12 1.516, C14 1.387, C18 1.400
14 C 2.58 -1.30 1.70  C13 1.387, C15 1.392, H40 1.079
15 C 1.33 -1.91 1.76  C14 1.392, C16 1.372, H41 1.076
16 C 0.83 -2.43 0.60  C15 1.372, C17 1.397, O21 1.364
17 C 1.55 -2.36 -0.59  C16 1.397, C18 1.372, O19 1.369
18 C 2.79 -1.77 -0.66  C13 1.400, C17 1.372, H42 1.079
19 O 0.83 -2.97 -1.59  C17 1.369, C20 1.417
20 C -0.32 -3.50 -0.96  O19 1.417, O21 1.411, H43 1.104, H44 1.097
21 O -0.35 -3.09 0.39  C16 1.364, C20 1.411
22 C 4.03 1.70 1.32  N11 1.451, C23 1.544, H45 1.098, H46 1.087
23 C 2.78 2.38 0.73  N8 1.443, C22 1.544, H47 1.088, H48 1.097
24 N 0.41 1.07 0.90  C7 1.344, C25 1.315
25 C -0.74 0.45 1.04  C4 1.382, N24 1.315, H49 1.080
26 N -4.01 0.15 0.28  S2 1.695, C27 1.452, C31 1.448
27 C -5.26 -0.21 0.92  N26 1.452, C28 1.528, H50 1.089, H51 1.100
28 C -6.13 1.04 1.02  C27 1.528, O29 1.410, H52 1.091, H53 1.100
29 O -6.36 1.59 -0.26  C28 1.410, C30 1.406
30 C -5.15 1.92 -0.90  O29 1.406, C31 1.531, H54 1.091, H55 1.101
31 C -4.24 0.70 -1.03  N26 1.448, C30 1.531, H56 1.091, H57 1.100
32 H -1.30 -0.67 -2.08  C5 1.080
33 H 0.85 0.51 -2.41  C6 1.077
34 H 2.90 0.50 -1.98  C9 1.090
35 H 3.00 2.26 -2.23  C9 1.099
36 H 4.98 2.45 -0.96  C10 1.095
37 H 5.20 0.85 -1.68  C10 1.092
38 H 5.27 -0.98 -0.30  C12 1.093
39 H 5.17 -0.77 1.45  C12 1.095
40 H 3.01 -0.91 2.61  C14 1.079
41 H 0.78 -1.97 2.68  C15 1.076
42 H 3.34 -1.76 -1.58  C18 1.079
43 H -0.28 -4.60 -1.00  C20 1.104
44 H -1.23 -3.15 -1.46  C20 1.097
45 H 4.71 2.47 1.68  C22 1.098
46 H 3.75 1.07 2.16  C22 1.087
47 H 2.00 2.48 1.49  C23 1.088
48 H 3.04 3.38 0.36  C23 1.097
49 H -1.19 0.47 2.02  C25 1.080
50 H -5.02 -0.61 1.91  C27 1.089
51 H -5.78 -0.98 0.34  C27 1.100
52 H -7.11 0.79 1.42  C28 1.091
53 H -5.64 1.78 1.66  C28 1.100
54 H -5.42 2.31 -1.88  C30 1.091
55 H -4.63 2.70 -0.32  C30 1.101
56 H -3.28 1.00 -1.46  C31 1.091
57 H -4.71 -0.05 -1.69  C31 1.100

=====

--- b ---
Formula: C21H26N4O5S
Source: OMol25
Level of theory: ωB97M-V with the def2-TZVPD basis set

Calculated values
- SMILES string: C=CCN(C(=O)CNS(=O)(=O)c1ccccc1)[C@H](C(=O)NCCOC)c1ccncc1
- E_HOMO: -9.19 eV

Each atom is followed by the atoms it is bonded to, with distances in Å.
Cartesian coordinates (Å):
1 C 2.45 1.70 3.56  C2 1.319, H32 1.076, H33 1.077
2 C 2.30 1.20 2.35  C1 1.319, C3 1.504, H34 1.082
3 C 0.98 0.99 1.68  C2 1.504, N4 1.454, H35 1.092, H36 1.096
4 N 0.88 -0.32 1.05  C3 1.454, C5 1.346, C18 1.461
5 C 1.45 -0.65 -0.13  N4 1.346, O6 1.222, C7 1.531
6 O 1.33 -1.77 -0.62  C5 1.222
7 C 2.20 0.40 -0.94  C5 1.531, N8 1.457, H37 1.086, H38 1.093
8 N 1.54 0.57 -2.22  C7 1.457, S9 1.683, H39 1.014
9 S 0.04 1.30 -2.02  N8 1.683, O10 1.433, O11 1.444, C12 1.778
10 O 0.25 2.47 -1.21  S9 1.433
11 O -0.93 0.35 -1.52  S9 1.444
12 C -0.36 1.75 -3.69  S9 1.778, C13 1.381, C17 1.381
13 C -1.20 0.94 -4.43  C12 1.381, C14 1.386, H40 1.079
14 C -1.47 1.28 -5.75  C13 1.386, C15 1.386, H41 1.079
15 C -0.90 2.41 -6.30  C14 1.386, C16 1.387, H42 1.080
16 C -0.06 3.22 -5.54  C15 1.387, C17 1.385, H43 1.079
17 C 0.22 2.88 -4.23  C12 1.381, C16 1.385, H44 1.078
18 C 0.27 -1.38 1.84  N4 1.461, C19 1.537, C26 1.513, H45 1.100
19 C -1.24 -1.17 2.07  C18 1.537, O20 1.215, N21 1.342
20 O -1.82 -1.69 3.00  C19 1.215
21 N -1.85 -0.42 1.14  C19 1.342, C22 1.448, H46 1.014
22 C -3.29 -0.26 1.10  N21 1.448, C23 1.534, H47 1.093, H48 1.096
23 C -3.86 -0.49 -0.30  C22 1.534, O24 1.406, H49 1.093, H50 1.100
24 O -4.02 -1.84 -0.67  C23 1.406, C25 1.411
25 C -2.82 -2.57 -0.80  O24 1.411, H51 1.095, H52 1.095, H53 1.089
26 C 1.07 -1.55 3.11  C18 1.513, C27 1.388, C31 1.392
27 C 0.66 -1.06 4.35  C26 1.388, C28 1.387, H54 1.077
28 C 1.52 -1.22 5.43  C27 1.387, N29 1.321, H55 1.082
29 N 2.71 -1.79 5.35  C28 1.321, C30 1.322
30 C 3.09 -2.26 4.17  N29 1.322, C31 1.384, H56 1.082
31 C 2.31 -2.17 3.03  C26 1.392, C30 1.384, H57 1.080
32 H 3.42 1.85 4.01  C1 1.076
33 H 1.60 1.99 4.16  C1 1.077
34 H 3.17 0.91 1.77  C2 1.082
35 H 0.18 1.05 2.42  C3 1.092
36 H 0.79 1.77 0.93  C3 1.096
37 H 2.24 1.39 -0.48  C7 1.086
38 H 3.22 0.04 -1.12  C7 1.093
39 H 1.41 -0.34 -2.65  N8 1.014
40 H -1.64 0.07 -3.97  C13 1.079
41 H -2.13 0.66 -6.34  C14 1.079
42 H -1.11 2.67 -7.32  C15 1.080
43 H 0.38 4.10 -5.98  C16 1.079
44 H 0.86 3.48 -3.60  C17 1.078
45 H 0.36 -2.29 1.24  C18 1.100
46 H -1.35 -0.10 0.31  N21 1.014
47 H -3.72 -0.98 1.81  C22 1.093
48 H -3.55 0.75 1.42  C22 1.096
49 H -4.86 -0.06 -0.36  C23 1.093
50 H -3.20 0.02 -1.02  C23 1.100
51 H -2.43 -2.88 0.18  C25 1.095
52 H -2.05 -1.99 -1.32  C25 1.095
53 H -3.07 -3.46 -1.38  C25 1.089
54 H -0.30 -0.59 4.48  C27 1.077
55 H 1.24 -0.85 6.41  C28 1.082
56 H 4.06 -2.74 4.15  C30 1.082
57 H 2.66 -2.57 2.09  C31 1.080

=====

Most stable of them? b.